(1)
2 unconnected molecules or ions with the total composition C6H16NS in a non-equilibrium geometry. Source: OMol25; level of theory: ωB97M-V/def2-TZVPD.

Structure (XYZ):
```
24
Properties=species:S:1:pos:R:3:nbo_charge:R:1
H -0.21165 -1.93508 0.37266 0.33
H 2.87549 0.43976 -1.69639 0.21
H 1.07049 1.01145 2.11688 0.21
H -2.01451 1.13553 0.80909 0.32
H -2.62622 -0.44678 -2.22211 0.28
H 1.57111 2.30335 0.84277 0.22
H -1.69215 -0.43945 1.84791 0.27
C -0.60136 -1.09742 -0.33285 -0.82
C -1.98282 -0.59038 -0.17752 0.56
N 1.92415 0.38089 0.18747 -0.55
H -3.43420 -0.07889 1.17052 0.27
C 2.89241 0.86859 -0.72649 -0.43
H -0.31457 -1.41011 -1.40779 0.26
H 2.57993 1.87823 -1.02838 0.20
C -3.01215 -0.68142 -1.19956 -0.77
H -3.47484 -1.67971 -1.28175 0.32
H 1.94455 -1.83529 -0.55844 0.10
S 2.36679 -1.33331 0.59304 0.15
H 0.05164 -0.17563 -0.07571 0.35
H 2.64617 1.45559 1.91118 0.20
H -3.86549 -0.09583 -1.16597 0.26
C 1.76377 1.36289 1.30545 -0.43
C -2.33421 0.02668 1.06162 -0.73
H 3.87765 0.93635 -0.34563 0.20
```

The HOMO energy is -12.2 eV. Its max |F| is 2.97 eV Å⁻¹. The value obtained for the energy is -690.76695 hartree. As for the orbital gap: 6.58 eV. Its total charge is +1. The value obtained for the energy above the lowest of the compared OMol25 structures with the same formula, charge and spin is 379.6 kJ/mol.

---

(2)
2 unconnected molecules or ions with the total composition C6H16O in a non-equilibrium geometry. Source: OMol25; level of theory: ωB97M-V/def2-TZVPD.

Structure (XYZ):
```
23
Properties=species:S:1:pos:R:3:nbo_charge:R:1
H 1.82152 -0.48009 -2.17043 0.21
C -0.51642 -1.95400 1.68306 -0.61
H -1.75237 0.47257 -2.03635 0.21
H 0.26028 -2.71451 1.75912 0.20
H 1.52921 -1.14679 0.09697 0.20
H -1.00323 -2.02054 2.66500 0.21
H -0.78035 0.14882 1.60605 0.19
C 0.05157 -0.56256 1.49077 -0.40
C 0.74356 -0.46106 -2.36681 -0.61
H -1.26081 -2.25251 0.94980 0.21
O 0.20873 3.90189 1.60702 -0.93
C -0.08225 -0.44693 -1.08111 -0.22
H 0.71556 -0.26097 2.29087 0.21
H -1.73467 0.65210 -0.24145 0.20
H 0.46413 -1.28985 -3.01166 0.21
H -0.63203 1.59824 -1.26295 0.19
C -1.14777 0.64177 -1.15069 -0.60
H -0.63790 -1.37731 -1.00621 0.19
H -0.12917 3.11426 1.16865 0.47
H 1.34060 0.57073 0.18957 0.19
H 0.59153 0.45830 -2.94388 0.20
C 0.77997 -0.36856 0.17262 -0.39
H 1.17029 3.77700 1.59206 0.47
```

The HOMO energy is -11.0 eV. Its max |F| is 1.25 eV Å⁻¹. The SMILES is CCCC(C)C.O. The value obtained for the energy is -313.43534 hartree. As for the orbital gap: 11.85 eV. Its total charge is 0. The value obtained for the energy above the lowest of the compared OMol25 structures with the same formula, charge and spin is 21.5 kJ/mol.